This record from OMol25 describes a cluster of 2 separate species, C4H14NO2 in total at a distorted geometry. The level of theory is the ωB97M-V functional and the def2-TZVPD basis.

Element x y z (Å)
O1 -0.831405 1.970685 0.712973
O2 -1.714187 -0.347370 2.411860
N1 -0.061364 -0.786728 0.183956
C1 0.467280 0.470845 -0.565599
C2 0.905351 0.197625 -2.002758
C3 1.066221 -1.726232 0.405844
C4 -0.709627 1.452375 -0.570226
H1 1.321380 0.783649 0.023215
H2 -1.641193 0.971531 -0.884841
H3 0.170345 -0.278076 -2.637122
H4 -1.551273 -0.963521 3.148741
H5 1.797292 -0.453055 -2.033031
H6 -0.812843 -1.219234 -0.345752
H7 -1.479907 0.553822 2.692576
H8 1.784130 -1.373283 1.142504
H9 -1.497696 2.624640 0.948952
H10 1.363526 1.067290 -2.472181
H11 -0.365656 2.118044 -1.382630
H12 -0.507180 -0.468858 1.067160
H13 1.563529 -1.873344 -0.549627
H14 0.733275 -2.720805 0.705983

Cartesian forces, eV/Å:
0.7 0.0 1.3
0.4 -0.1 0.1
1.4 0.7 -0.4
-1.6 -0.7 -0.3
1.6 -1.0 0.4
0.0 -1.1 -0.2
0.8 0.2 -0.8
-0.1 0.4 0.2
0.1 -0.1 -0.2
-0.4 0.2 -0.1
-0.2 0.6 -0.2
-0.5 -0.1 0.2
0.0 -0.1 -0.2
-0.2 -0.5 0.2
-0.2 0.4 0.0
-0.2 0.0 -1.0
-0.7 0.4 0.1
-0.7 0.7 0.6
-0.1 -0.2 0.1
0.1 0.1 0.1
-0.3 0.2 0.2

Values from the calculation:
energy = -9953.66815 eV
Kohn-Sham gap = 11.98 eV
net charge = +1

These are the Mulliken partial charges, in e, on atoms 1 to 2: atom 1 (O): -0.515, atom 2 (O): -0.713

***

This record from OMol25 describes a structure of composition C28H43F9OP2Pt at a distorted geometry. The level of theory is the ωB97M-V functional and the def2-TZVPD basis.

Element x y z (Å)
Pt1 0.681992 0.424087 1.999593
P1 -0.344459 2.434394 -6.723418
P2 -0.693631 -0.272752 -5.204754
F1 -2.790468 -4.579302 3.730145
F2 -4.898847 -2.201837 3.232388
F3 -1.550761 -3.685728 2.175328
F4 -0.793817 -3.832471 4.228681
F5 -1.658549 -2.151524 6.149627
F6 -3.476988 -1.747338 1.632178
F7 -3.638463 -3.025378 5.800330
F8 -3.914017 -0.246335 3.167845
F9 -3.369977 -0.848771 5.751938
O1 -1.468359 -1.235177 3.551859
C1 0.118221 1.194009 4.245564
C2 2.094236 -2.172534 1.321697
C3 0.807231 -1.787948 1.962931
C4 -1.907778 -3.587059 3.487337
C5 1.331222 -0.949385 5.124814
C6 2.622942 3.086957 2.196941
C7 -0.706769 -0.352608 -7.082297
C8 -1.158882 1.092399 4.989422
C9 -0.100473 -0.035385 -0.933875
C10 -0.444268 -1.373321 -0.267743
C11 2.084247 0.231733 0.391664
C12 0.465565 2.307820 3.434387
C13 0.651912 -1.487867 -4.882134
C14 -2.434467 -2.066961 3.821011
C15 0.848090 0.795302 -0.103566
C16 1.298688 2.507701 -7.556165
C17 -0.388296 3.505597 3.195239
C18 2.304765 0.852460 3.525497
C19 -3.728579 -1.572191 2.959018
C20 1.807614 2.090113 2.947313
C21 -1.147168 3.802892 -7.656858
C22 3.679198 0.306159 3.396526
C23 -2.131549 -1.378299 -4.882373
C24 1.232125 0.279126 4.299534
C25 -2.798664 -2.030763 5.414986
C26 2.504569 -1.206134 0.184241
C27 -0.310673 -1.301352 1.222776
C28 -1.043762 1.003439 -7.712391
H1 -1.450665 -1.104910 -7.380955
H2 -2.041297 -2.321202 -5.438926
H3 0.287870 -0.708455 -7.396743
H4 2.881279 -2.190253 2.090155
H5 -3.049211 -0.855877 -5.183410
H6 3.382108 2.600167 1.584747
H7 1.610049 -1.026773 -5.157904
H8 3.599916 -1.223114 0.111884
H9 2.014677 -3.205208 0.951703
H10 -0.062465 4.058208 2.310280
H11 0.350254 -1.430869 5.219177
H12 1.792419 3.430121 -7.222664
H13 4.084998 0.503439 2.400055
H14 1.978428 3.685705 1.546947
H15 -1.501635 -1.603073 -0.461963
H16 0.125259 -2.222377 -0.677280
H17 3.687391 -0.770876 3.576154
H18 -2.005054 1.225920 4.301656
H19 -1.247024 -1.421624 1.764269
H20 0.257969 -0.170365 -1.967318
H21 -2.212446 3.827171 -7.392286
H22 -1.236903 1.890651 5.740165
H23 3.136097 3.774129 2.884205
H24 1.191249 2.519041 -8.648828
H25 -1.038785 3.691018 -8.743795
H26 0.508750 -2.413497 -5.455779
H27 0.672850 -1.721552 -3.807687
H28 -2.133176 1.169721 -7.733398
H29 -0.350527 4.182897 4.057074
H30 -2.182182 -1.587938 -3.805140
H31 2.905055 0.941309 0.484601
H32 2.121055 -1.577789 -0.771859
H33 -1.431232 3.202607 3.060034
H34 0.862492 1.869195 -0.314594
H35 -0.686671 4.747299 -7.338560
H36 -1.276436 0.131705 5.475279
H37 0.535505 -2.305149 2.876095
H38 -1.039690 0.524415 -1.030767
H39 1.697502 -0.711733 6.135459
H40 1.904280 1.648033 -7.245534
H41 2.031398 -1.666756 4.683243
H42 -0.663039 1.067487 -8.742275
H43 4.356621 0.763408 4.129250

Cartesian forces, eV/Å:
-0.8 0.3 -0.1
0.1 -0.8 -2.9
0.0 -1.7 -1.6
0.6 1.4 -0.2
1.5 0.5 0.0
-0.4 0.2 1.2
-1.0 0.5 -0.7
-1.1 0.1 -1.0
0.0 0.1 1.1
1.1 1.3 -1.1
0.4 -1.2 -0.2
0.5 -1.2 -0.7
0.8 0.8 0.7
1.0 -1.9 1.2
0.4 0.1 0.1
-1.7 -0.8 -1.0
-0.1 -0.9 -0.1
-0.1 -0.3 0.2
0.0 0.2 0.0
0.1 0.6 -0.1
-0.4 0.2 -0.3
-0.7 0.3 0.0
-0.4 -0.2 -0.5
-0.7 0.9 -1.9
1.6 0.5 -1.2
0.4 0.6 0.6
-2.2 -1.9 -0.1
2.0 -0.5 -0.7
0.5 0.1 1.1
-0.1 -0.2 -0.2
-0.6 0.6 -0.4
-1.0 -0.2 0.0
0.0 0.9 1.3
-0.4 0.5 1.1
0.1 0.0 0.0
-0.4 0.7 0.7
-1.1 1.4 1.1
-0.3 0.0 1.6
0.4 -0.3 0.0
1.1 -1.5 0.9
-0.4 -0.2 0.7
0.3 0.1 0.1
0.2 0.3 0.1
-0.3 0.2 0.1
-0.2 0.0 -0.2
0.1 -0.3 0.1
0.0 0.1 0.0
-0.2 -0.2 0.1
-0.3 0.0 -0.1
0.1 0.2 0.0
-0.1 0.0 0.2
0.4 0.1 0.0
0.1 -0.3 -0.2
0.0 0.0 0.2
0.2 0.0 0.0
0.3 0.0 -0.1
-0.1 0.3 0.2
0.1 0.1 0.0
0.1 0.0 0.2
0.1 0.3 -0.4
0.2 0.0 0.3
0.2 0.1 -0.2
0.1 -0.2 0.0
-0.1 -0.2 -0.2
-0.2 0.0 0.3
0.1 -0.2 0.3
-0.1 0.3 0.1
0.1 0.0 -0.3
0.3 -0.2 -0.1
0.0 -0.1 -0.1
-0.1 0.0 -0.3
-0.2 -0.1 0.3
0.1 0.1 0.1
0.1 0.1 0.0
-0.1 -0.3 0.2
-0.2 -0.1 -0.2
0.2 0.1 0.2
0.4 0.5 0.2
0.2 0.0 0.0
-0.1 -0.1 -0.2
0.0 0.2 -0.2
-0.2 0.1 0.1
-0.1 0.2 0.3
-0.2 0.0 -0.1

Values from the calculation:
energy = -78043.32093 eV
Kohn-Sham gap (alpha / beta) = 6.21 / 4.84 eV
multiplicity = 5
net charge = +2

These are the Mulliken partial charges, in e, on atoms 1 to 2: atom 1 (Pt): 0.586, atom 2 (P): 0.363

***

This record from OMol25 describes a cluster of 7 separate species, C37H57FO13PS2 in total at a distorted geometry. The level of theory is the ωB97M-V functional and the def2-TZVPD basis.

Element x y z (Å)
S1 5.027813 -2.658097 1.738107
S2 5.300576 0.424266 0.322912
P1 4.993898 -1.704039 0.017171
F1 8.256210 0.873694 0.882632
O1 -4.985245 -3.162230 0.925408
O2 -2.802673 -3.514082 6.668554
O3 0.630378 -2.271018 5.271894
O4 -0.011795 -0.614234 3.832014
O5 -2.771949 -2.591743 0.845200
O6 12.185376 5.900034 0.456323
O7 -2.245658 -4.718602 4.805913
O8 10.983593 3.954463 0.424007
O9 -4.127597 0.964369 -3.866952
O10 -10.524713 1.276334 -3.854699
O11 -9.030904 1.074627 -5.574705
O12 3.368993 1.792257 -1.232549
O13 -3.812260 2.980898 -2.835088
C1 -11.437744 -0.869185 -3.908070
C2 -4.437407 2.267478 -3.602161
C3 2.799310 0.399989 -4.170309
C4 -1.778211 -2.253743 1.811648
C5 9.508595 4.405104 2.173585
C6 -1.457594 -5.880174 4.550016
C7 0.666728 1.840134 -0.571739
C8 -5.617332 2.695865 -4.420962
C9 -1.235305 -5.350163 6.831901
C10 1.637782 0.756987 -3.062536
C11 -0.907610 1.482461 -0.909879
C12 -6.204730 1.373713 -4.845560
C13 0.336756 0.756867 3.646613
C14 -10.161198 -0.882375 -4.710357
C15 10.157058 5.702177 1.760663
C16 0.834576 1.225706 4.988732
C17 6.532134 0.959726 -0.982671
C18 0.039458 0.388776 -3.387677
C19 -4.997290 0.474075 -4.886278
C20 -2.089871 1.907403 0.178299
C21 8.006955 0.331392 -0.505564
C22 -3.966399 -2.782495 1.478519
C23 11.235416 5.233000 0.831584
C24 0.660283 -1.105042 4.914424
C25 -11.281027 0.365026 -3.058905
C26 2.197723 0.014017 -5.661937
C27 3.603871 1.179756 0.084192
C28 -0.463920 -5.943592 5.680286
C29 -1.201133 0.727882 -2.345293
C30 -2.540363 -1.716745 2.994728
C31 3.824207 -0.804045 -3.724811
C32 1.466092 -0.018646 5.559856
C33 -3.825678 -2.503402 2.944287
C34 9.739147 3.524280 0.973621
C35 1.944342 1.484260 -1.588192
C36 -9.830691 0.576717 -4.799718
C37 -2.168628 -4.408329 6.133310
H1 -10.315255 -1.313239 -5.702342
H2 0.400062 -5.308072 5.450801
H3 -1.679006 2.795282 0.854866
H4 6.707177 2.133175 -1.026994
H5 8.960731 3.645773 0.213047
H6 -10.728211 0.166337 -2.134739
H7 3.431504 -1.469715 -2.845117
H8 3.688932 -1.877852 -0.631805
H9 2.078778 -1.164468 -5.789186
H10 -5.257713 -0.567961 -4.679009
H11 -1.999622 -1.822104 3.938999
H12 -1.209606 -3.156491 2.058425
H13 -12.247096 0.811054 -2.805153
H14 -0.541929 1.319533 3.318071
H15 6.283847 0.622664 -2.075511
H16 -0.964576 -5.784535 3.578210
H17 5.995553 -2.263879 -0.890237
H18 -4.473390 0.524648 -5.846558
H19 1.188814 0.573004 -5.923289
H20 1.521530 2.073438 4.920939
H21 -3.743715 -3.451804 3.482459
H22 -4.669285 -1.917856 3.316948
H23 3.434148 1.396893 -4.336316
H24 -1.095672 -1.508166 1.393465
H25 -6.740548 1.418434 -5.797427
H26 7.829720 -0.839226 -0.366831
H27 -3.088682 2.268448 -0.351922
H28 -11.595315 -1.778157 -3.321478
H29 -2.299231 0.433668 -2.632059
H30 9.803430 2.467669 1.249412
H31 8.452200 4.507961 2.435502
H32 -0.283882 -0.162183 -4.396046
H33 -6.323829 3.274792 -3.821698
H34 3.936783 -1.516472 -4.673915
H35 -12.294169 -0.749065 -4.582696
H36 2.511617 -0.120565 5.256041
H37 3.015840 0.338541 -6.443909
H38 -2.118639 -6.752934 4.528195
H39 -9.354752 -1.399909 -4.183464
H40 3.402205 2.033723 0.892897
H41 -0.014185 1.527126 5.614643
H42 -6.905193 1.020083 -4.079198
H43 2.817004 0.323502 0.354241
H44 9.465491 6.345551 1.209648
H45 4.920844 -0.374596 -3.541494
H46 10.034249 3.992356 3.043263
H47 -2.755601 -0.651723 2.845013
H48 1.108260 0.819510 2.872002
H49 1.373492 -0.052388 6.647836
H50 -1.821103 -6.106282 7.361938
H51 10.578397 6.231024 2.618686
H52 -0.578343 -4.815095 7.521477
H53 -0.096722 -6.954840 5.874434
H54 -2.361309 1.008860 0.895550
H55 -5.265779 3.278625 -5.276891
H56 0.986209 2.385977 0.440320
H57 8.873198 0.580176 -1.251831

Cartesian forces, eV/Å:
0.0 1.1 -1.3
0.6 1.3 -0.8
-0.8 -3.4 1.0
-0.5 -1.3 -3.4
1.9 0.7 0.3
0.9 -1.2 -1.5
-0.4 1.8 -1.0
0.4 -0.4 0.4
-0.7 -0.1 -0.3
-1.6 -1.7 0.5
-0.2 0.5 0.5
0.3 0.4 0.0
0.3 0.7 0.6
0.6 0.0 -0.8
-1.5 -0.3 1.3
-2.3 -2.2 1.6
-0.5 -1.6 -0.8
-0.6 -0.7 0.0
1.0 1.5 0.9
-0.2 0.7 -0.1
0.7 0.1 0.1
-0.6 -0.1 0.7
0.2 -0.5 -0.6
0.1 -1.3 -2.5
-0.5 -0.1 0.1
0.5 -0.1 0.1
-2.9 0.4 2.3
2.9 -0.8 -2.3
-0.7 -0.1 -0.4
-0.2 0.5 -0.4
-0.4 -0.3 -0.2
-0.2 0.0 0.5
0.1 0.9 0.4
2.5 1.1 -1.3
0.2 1.5 3.4
-0.3 -0.7 -0.5
0.5 0.1 -0.1
-1.7 -0.6 1.3
-1.9 -0.9 -0.7
1.9 1.6 -0.9
0.2 -2.2 0.7
-0.5 0.0 0.7
0.3 -0.1 -0.2
-2.7 1.4 0.2
0.9 -0.4 0.1
4.0 1.0 1.1
0.2 0.3 0.9
0.5 -0.2 -1.1
-0.1 0.4 0.4
0.0 0.4 0.2
-0.1 -0.6 0.1
-4.4 -1.3 -2.1
1.4 0.8 -1.0
-1.3 1.5 1.2
0.4 0.1 0.1
-0.2 -0.1 0.0
-0.8 -1.9 -1.6
-1.0 -2.4 0.5
0.0 0.0 0.0
0.0 0.0 -0.1
0.7 1.5 -1.6
1.2 0.8 0.1
0.0 2.6 0.4
0.3 0.2 0.1
-0.2 0.0 -0.3
0.0 0.1 0.0
0.3 0.1 0.0
0.1 -0.3 -0.1
0.2 0.4 2.3
-0.3 0.1 0.1
-0.7 1.2 0.2
0.0 0.0 0.1
2.2 -1.2 0.6
-0.1 -0.1 0.0
-0.1 0.1 0.0
-0.1 -0.4 -0.1
-1.4 -2.2 0.6
-0.1 -0.2 -0.2
0.1 -0.1 0.3
0.9 2.6 -0.2
2.4 -0.8 0.9
0.0 0.2 0.0
2.5 0.7 0.6
0.2 0.3 -0.3
0.1 -0.1 0.0
1.0 1.4 2.5
0.4 0.2 -0.2
-0.2 1.4 2.2
0.1 0.0 0.1
0.0 -0.1 0.1
-1.7 -0.6 1.5
0.0 0.1 0.0
0.0 0.0 -0.2
1.2 -1.9 -1.5
0.1 0.0 -0.2
0.1 0.1 -0.2
1.8 1.6 -0.8
0.2 0.1 0.1
-2.4 -1.0 -0.1
-0.1 0.0 -0.2
0.1 -0.1 0.0
0.0 0.0 0.0
0.3 -0.3 -0.2
0.0 0.2 0.1
0.0 0.2 -0.4
-0.4 -0.1 0.1
-0.1 0.1 -0.1
0.7 1.7 -1.6
0.0 0.1 0.2
-1.0 -1.2 -2.4
-1.7 -0.3 1.7

Values from the calculation:
energy = -99568.66003 eV
Kohn-Sham gap = 6.56 eV
net charge = +1

These are the Mulliken partial charges, in e, on atoms 1 to 2: atom 1 (S): -0.249, atom 2 (S): 0.208

***

This record from OMol25 describes a cluster of 3 separate species, C3H15N2O2S in total at a distorted geometry. The level of theory is the ωB97M-V functional and the def2-TZVPD basis.

Element x y z (Å)
S1 -1.729468 1.268678 -2.218179
O1 2.370032 -1.142069 -2.214882
O2 -1.604554 -2.787588 0.466893
N1 0.273133 0.742424 2.199527
N2 0.922851 -0.457763 0.030346
C1 0.270805 1.672066 1.122245
C2 -1.270961 0.697790 -0.533800
C3 0.166525 0.819068 -0.185608
H1 -1.754413 1.332316 0.323935
H2 0.304920 -1.172525 0.087535
H3 0.786653 1.182121 2.990725
H4 1.477277 -0.555439 -0.852386
H5 -0.594512 2.456324 1.135241
H6 -0.620882 0.483696 2.618003
H7 1.485362 -0.368224 0.904678
H8 3.240552 -1.458639 -2.262624
H9 -2.551580 2.253038 -1.869229
H10 0.616718 1.452458 -0.983868
H11 -1.532414 -3.810765 0.337482
H12 1.311182 2.093628 0.901924
H13 2.100240 -1.589569 -3.044260
H14 -1.764039 -2.777870 1.401126
H15 -1.903426 -0.333158 -0.354825

Cartesian forces, eV/Å:
0.3 -0.2 0.3
-1.6 -0.4 -1.4
0.6 -3.0 -0.9
1.2 0.6 2.8
2.7 3.9 -1.5
0.4 0.7 -2.0
-4.6 -1.6 1.8
0.0 1.7 0.1
0.1 -0.9 -2.3
-2.5 -3.2 0.6
-0.4 -0.7 -0.6
0.2 -0.7 0.7
2.0 -1.0 -0.1
0.0 0.3 -0.6
-0.6 -0.3 -0.6
2.6 -0.3 0.8
-0.1 0.2 0.1
0.1 -1.0 0.4
-0.2 2.8 -0.1
-1.4 0.2 1.5
-0.9 0.6 0.5
-0.3 0.4 1.0
2.3 2.0 -0.5

Values from the calculation:
energy = -21257.29724 eV
Kohn-Sham gap = 9.52 eV
net charge = +1

These are the Mulliken partial charges, in e, on atoms 1 to 2: atom 1 (S): -0.213, atom 2 (O): -0.636